Here is a structure of composition C10H28O10V at a distorted geometry from the OMol25 dataset. Energies are from ωB97M-V/def2-TZVPD.

Output
E_LUMO   0.094 Ha
Largest force on an atom   5.0 eV/A
Energy   -2094.32871 hartree
Relative energy (zero: lowest compared OMol25 entry of this formula, charge and spin)   0.0000 eV
Net charge   -1
HOMO level   -3.928 eV
HOMO-LUMO gap   6.48 eV

Each line ends with the Mulliken charge.
Positions of all 49 atoms, in Å:
O 18.041 -9.362 20.081  -0.541
V 19.457 -8.718 20.537  0.973
O 19.267 -8.147 21.996  -0.684
C 21.514 -8.746 18.861  1.028
O 20.678 -9.721 18.835  -0.643
O 22.485 -8.686 18.046  -0.804
O 21.421 -7.979 19.861  -0.651
O 20.079 -10.678 21.417  -0.368
H 20.550 -11.449 21.084  0.258
H 19.545 -10.995 22.154  0.247
O 18.791 -6.656 19.768  -0.350
H 18.191 -6.064 20.240  0.236
H 19.083 -6.168 18.992  0.248
C 19.643 -4.580 23.251  -0.915
C 18.302 -5.061 23.836  0.606
C 17.380 -3.946 24.261  -1.469
O 17.679 -5.778 22.746  -0.518
H 19.520 -4.229 22.226  0.278
H 20.344 -5.404 23.092  0.076
H 20.091 -3.832 23.909  0.357
H 18.470 -5.840 24.585  0.272
H 17.850 -3.491 25.137  0.381
H 16.400 -4.353 24.499  0.366
H 17.320 -3.164 23.505  0.330
H 18.163 -6.607 22.624  0.316
C 16.403 -7.272 16.347  -1.348
C 15.598 -8.305 17.145  0.672
C 16.259 -9.683 17.137  -1.191
O 15.421 -7.744 18.432  -0.523
H 16.081 -6.261 16.591  0.341
H 16.318 -7.437 15.270  0.401
H 17.478 -7.335 16.547  0.231
H 14.699 -8.320 16.510  0.084
H 16.392 -9.933 16.079  0.395
H 15.639 -10.453 17.597  0.382
H 17.283 -9.690 17.511  0.215
H 15.227 -8.520 18.973  0.329
C 24.312 -9.531 24.034  -1.437
C 23.140 -8.798 24.652  0.505
C 22.560 -7.772 23.674  -0.882
O 22.154 -9.809 24.903  -0.562
H 25.179 -8.895 23.845  0.381
H 24.053 -9.929 23.052  0.306
H 24.586 -10.324 24.732  0.348
H 23.400 -8.344 25.614  0.305
H 21.875 -7.132 24.237  0.237
H 22.029 -8.236 22.847  0.096
H 23.312 -7.129 23.210  0.382
H 21.596 -9.477 25.613  0.301